Entry 1:
# C18H10Cl2F6N4O2PdSb

C18H10Cl2F6N4O2PdSb as an isolated structure (wB97M-V/def2-TZVPD, OMol25).

```
44
Properties=species:S:1:pos:R:3:forces:R:3:nbo_charge:R:1
Pd -0.869640 0.326835 0.581049 -0.65 -0.17 0.55 0.76
Cl 5.158692 -2.011497 0.449180 -0.01 -0.01 0.01 -0.04
C 3.609491 -1.558607 1.109842 0.04 0.09 -0.08 -0.11
C 3.018158 -0.365422 0.687933 0.02 -0.04 0.01 -0.24
C 1.803546 0.050944 1.186518 0.22 -0.18 0.06 0.19
N 1.216529 1.272242 0.798644 -0.13 -0.01 0.48 -0.57
C 0.910878 1.505477 -0.440179 -0.02 0.37 -0.61 0.54
O 1.227958 0.775862 -1.460346 0.12 -0.20 -0.28 -0.78
C 0.251138 2.840259 -0.709606 0.07 -0.02 -0.03 0.16
C 0.767661 3.655362 -1.712245 -0.10 0.01 0.05 -0.21
C 0.175355 4.886610 -1.921548 0.03 -0.01 0.01 -0.17
C -0.914240 5.248809 -1.142912 0.03 0.00 -0.05 -0.28
C -1.369847 4.348326 -0.194191 -0.05 -0.03 0.01 0.03
N -0.805427 3.167417 0.032158 0.15 0.10 -0.02 -0.40
C 1.112798 -0.750158 2.156112 -0.05 0.11 -0.07 0.17
C 1.719387 -1.947817 2.541685 0.03 -0.04 0.07 -0.33
C 2.950306 -2.341920 2.026145 -0.05 -0.09 0.08 -0.04
Cl 3.632048 -3.850810 2.591972 0.00 0.02 -0.01 -0.05
N -0.079138 -0.310909 2.685870 0.19 0.11 -0.28 -0.69
C -1.022565 -1.168939 3.118325 -0.20 -0.22 0.29 0.64
O -1.489143 -1.248128 4.253598 0.07 0.08 -0.04 -0.64
C -1.698405 -2.061337 2.075590 -0.02 -0.06 -0.05 0.13
C -1.975750 -3.399211 2.323350 0.02 0.08 0.03 -0.23
C -2.557090 -4.151310 1.319723 -0.01 -0.13 0.02 -0.18
C -2.853327 -3.556157 0.102992 -0.02 0.06 -0.09 -0.27
C -2.569460 -2.212395 -0.063963 0.01 0.07 0.09 0.06
N -2.027447 -1.486515 0.916554 0.33 -0.02 -0.19 -0.46
H 3.504059 0.223021 -0.077951 0.00 0.00 0.00 0.23
H 1.572723 3.287234 -2.331044 0.01 0.00 -0.02 0.26
H 0.548062 5.546365 -2.695836 -0.01 0.00 -0.01 0.20
H -1.419197 6.196795 -1.281567 0.00 0.00 0.00 0.20
H -2.242045 4.583800 0.408777 0.01 -0.01 0.02 0.17
H 1.244771 -2.572702 3.287513 -0.03 0.01 -0.01 0.22
H -1.718758 -3.820826 3.284932 0.00 0.01 0.01 0.22
H -2.759606 -5.204738 1.475108 0.00 0.00 0.00 0.20
H -3.274613 -4.120355 -0.717837 0.00 -0.01 0.01 0.21
H -2.724221 -1.684063 -0.997473 -0.01 -0.03 -0.02 0.24
F -1.246931 0.338287 -1.557740 0.08 0.12 -0.28 -0.75
Sb 0.148034 0.314979 -3.233312 0.01 0.13 0.40 3.09
F -0.248917 0.001086 -5.089625 0.05 0.02 0.00 -0.71
F 1.701859 -0.801350 -3.385135 -0.10 0.00 0.02 -0.69
F 1.384507 1.681325 -3.875201 -0.04 -0.06 -0.05 -0.72
F -0.710999 -1.409418 -3.060725 0.00 0.08 -0.05 -0.69
F -1.081178 1.783541 -3.465136 0.03 -0.12 0.02 -0.69
```
Positions in Å, forces in eV/Å.

Output
- E: -80256.2523 eV
- Total charge: -2
- Relative energy (zero: lowest compared OMol25 entry of this formula, charge and spin): 0.00 kJ/mol
- Frontier orbital gap (spin up / spin down): 0.232 / 0.233 hartree
- Multiplicity: 2

---

Entry 2:
# C18H11F4NO2

A single C18H11F4NO2 molecule (wB97M-V/def2-TZVPD, OMol25).

```
36
Properties=species:S:1:pos:R:3:forces:R:3:nbo_charge:R:1
O 1.558597 -2.913934 -1.564158 0.10 0.05 0.07 -0.59
C 0.800687 -2.058723 -1.157238 -0.34 0.11 -0.02 0.63
N -0.474645 -1.846190 -1.604433 -0.16 0.37 0.23 -0.59
C -1.181515 -2.529723 -2.590480 -0.15 -0.36 -0.39 0.18
C -0.650157 -3.608794 -3.293515 0.28 -0.05 0.10 -0.26
C -1.409851 -4.244638 -4.258234 -0.18 0.15 0.04 -0.17
C -2.699634 -3.829914 -4.544060 -0.18 0.08 -0.02 -0.31
C -3.209195 -2.757321 -3.835957 0.16 -0.05 0.04 0.42
F -4.464549 -2.331925 -4.093510 0.12 -0.04 0.03 -0.32
C -2.478687 -2.100047 -2.867459 -0.07 -0.05 -0.09 -0.33
C 1.185446 -1.120098 -0.090421 1.25 -0.20 0.43 0.16
C 2.386260 -0.986190 0.560714 -0.78 -0.24 -0.59 -0.22
C 2.224291 0.064482 1.480579 -0.76 0.22 0.00 -0.28
C 0.932018 0.512243 1.338638 0.96 -0.21 0.32 0.26
C 0.133248 1.504724 2.044882 -0.35 0.22 0.06 0.02
C -1.221777 1.225521 2.243506 0.16 -0.03 -0.03 -0.21
C -2.042467 2.096323 2.930704 0.00 0.08 0.03 -0.18
C -1.527079 3.275564 3.442680 0.00 -0.03 0.00 -0.21
C -0.194962 3.585143 3.238886 0.06 -0.07 -0.02 -0.17
C 0.633260 2.718224 2.537024 -0.01 -0.05 -0.07 -0.16
C 2.056889 3.143354 2.300928 0.39 0.20 -0.15 0.97
F 2.485662 2.892793 1.053472 -0.13 -0.01 -0.10 -0.32
F 2.234713 4.459371 2.490117 -0.20 0.19 0.11 -0.32
F 2.927977 2.538002 3.133649 -0.02 -0.21 0.19 -0.33
O 0.298445 -0.217243 0.390168 -0.26 0.07 -0.13 -0.41
H -0.973226 -1.079287 -1.172110 0.16 -0.13 -0.04 0.41
H 0.352045 -3.938100 -3.078593 0.00 -0.01 0.00 0.26
H -0.988440 -5.078971 -4.796994 0.04 -0.08 -0.05 0.22
H -3.302162 -4.316939 -5.293177 -0.09 -0.03 -0.08 0.23
H -2.917834 -1.266015 -2.340926 -0.07 0.09 0.05 0.22
H 3.263202 -1.574267 0.387849 0.15 -0.17 -0.10 0.25
H 2.962600 0.418633 2.168247 0.06 0.16 0.15 0.25
H -1.618043 0.298245 1.859263 -0.04 -0.07 -0.01 0.22
H -3.084056 1.852102 3.073188 -0.09 -0.03 0.01 0.22
H -2.158325 3.956960 3.990605 -0.07 0.07 0.05 0.22
H 0.206568 4.512875 3.616042 0.03 0.05 -0.01 0.23
```
Positions in Å, forces in eV/Å.

Output
- E: -35300.4036 eV
- Frontier orbital gap: 0.307 hartree

---

Entry 3:
# C18H12Cl3N5RhSi

C18H12Cl3N5RhSi as an isolated structure (wB97M-V/def2-TZVPD, OMol25).

```
40
Properties=species:S:1:pos:R:3:forces:R:3:nbo_charge:R:1
Rh -1.343018 0.346179 -0.172457 -1.59 1.17 0.63 0.59
C -3.818977 -1.655058 2.566365 0.00 -0.01 -0.02 -0.24
C -2.971550 -2.410278 3.380484 0.00 0.00 -0.01 -0.13
C -1.626796 -2.426467 3.110852 0.01 0.01 0.01 -0.21
C -1.114545 -1.677520 2.041721 -0.01 -0.13 -0.12 0.38
N -1.941275 -0.970860 1.254956 -0.03 0.11 0.11 -0.49
C -3.264994 -0.968352 1.520651 -0.01 0.04 0.07 0.04
N 0.242210 -1.749532 1.831109 0.06 0.01 0.14 -0.47
C 0.912540 -0.943779 1.105372 -0.15 0.05 -0.13 0.48
N 0.455529 0.166997 0.373310 0.62 -0.64 -0.43 -0.53
C 1.524338 0.660031 -0.395964 -0.18 -0.07 -0.03 0.45
N 1.512584 1.574449 -1.284060 0.09 0.10 0.05 -0.47
C 0.402418 2.285897 -1.672305 -0.01 -0.10 -0.14 0.38
C 0.633451 3.451772 -2.416308 0.01 0.00 0.02 -0.21
C -0.422012 4.215457 -2.845249 0.00 -0.01 0.00 -0.13
C -1.722735 3.807429 -2.541908 0.00 -0.01 0.00 -0.24
C -1.887256 2.647543 -1.834816 0.00 0.07 0.07 0.04
N -0.853755 1.891970 -1.405269 -0.01 0.06 0.06 -0.49
C 2.733459 -0.075419 -0.008392 0.04 -0.01 0.01 -0.02
C 4.047421 0.081101 -0.409476 -0.02 0.01 0.00 -0.18
C 4.981936 -0.784486 0.142004 0.00 -0.02 0.02 -0.17
C 4.607100 -1.767070 1.060919 0.02 0.01 -0.01 -0.18
C 3.285553 -1.915909 1.458336 -0.02 0.00 0.01 -0.15
C 2.361778 -1.049742 0.903008 0.05 0.00 0.01 -0.11
H -4.885009 -1.614842 2.732855 0.00 0.00 0.01 0.25
H -3.370248 -2.980204 4.208537 0.00 0.00 0.00 0.24
H -0.923968 -2.997323 3.698935 0.00 0.00 0.00 0.25
H -3.888542 -0.388328 0.848046 0.01 -0.01 -0.01 0.21
H 1.660420 3.712932 -2.623117 0.00 0.00 -0.01 0.25
H -0.248388 5.118624 -3.414122 0.00 0.00 0.00 0.24
H -2.587011 4.371447 -2.859277 0.00 0.01 0.00 0.25
H -2.880041 2.284638 -1.592993 0.00 -0.01 -0.01 0.21
H 4.326567 0.843994 -1.122819 0.00 0.00 0.00 0.24
H 6.022004 -0.698674 -0.142199 0.00 0.00 -0.01 0.23
H 5.364457 -2.422293 1.469498 0.00 -0.01 0.00 0.23
H 2.984340 -2.674179 2.167626 0.00 0.00 0.00 0.24
Cl -0.223907 -1.791927 -2.324900 0.25 -0.37 -0.40 -0.35
Si -2.038187 -0.990290 -1.893076 1.28 -0.44 0.06 1.19
Cl -2.742911 -0.016032 -3.522911 -0.21 0.06 0.06 -0.31
Cl -3.302977 -2.491898 -1.392965 -0.19 0.11 -0.01 -0.31
```
Positions in Å, forces in eV/Å.

Output
- E: -74764.3821 eV
- Total charge: +1
- Relative energy (zero: lowest compared OMol25 entry of this formula, charge and spin): 50.29 kJ/mol
- Frontier orbital gap (spin up / spin down): 0.246 / 0.246 hartree